1.
11
Properties=species:S:1:pos:R:3 method="wB97M-V/def2-TZVPD" homo_ev=-9.073 lumo_ev=0.4 orbital_gap_ev=9.45
N -2.70 -0.73 0.49
C -1.55 -0.56 0.52
C -0.10 -0.36 0.56
C 0.59 -0.54 -0.79
C 0.47 2.08 0.60
O 0.16 0.98 1.21
H 0.30 -1.04 1.31
H 1.43 -1.22 -0.71
H -0.10 -0.88 -1.56
H 0.99 0.41 -1.13
H 0.49 1.87 -0.50



2.
11
Properties=species:S:1:pos:R:3 method="wB97M-V/def2-TZVPD" homo_ev=-10.471 smiles="CC(=O)CC#N" lumo_ev=0.5 orbital_gap_ev=11.00
C 1.10 -1.18 0.28
C -0.24 -0.49 0.35
O -1.24 -1.02 0.77
C -0.27 0.96 -0.14
C -1.57 1.34 -0.71
N -2.57 1.64 -1.20
H 1.01 -2.21 0.62
H 1.82 -0.65 0.92
H 1.50 -1.15 -0.74
H 0.51 1.15 -0.88
H -0.06 1.61 0.72



3.
11
Properties=species:S:1:pos:R:3 method="wB97M-V/def2-TZVPD" homo_ev=-10.247 lumo_ev=-0.7 orbital_gap_ev=9.55
N 1.99 0.30 -0.32
C 0.82 -0.10 -0.09
C -0.48 0.55 -0.16
C -1.65 0.18 0.06
C -1.13 -1.22 0.43
O 0.37 -1.32 0.33
H 2.66 -0.45 -0.16
H 0.23 2.76 -0.44
H 0.02 2.62 -1.15
H -1.53 -1.97 -0.25
H -1.37 -1.45 1.47



4.
11
Properties=species:S:1:pos:R:3 method="wB97M-V/def2-TZVPD" homo_ev=-10.603 smiles="C[C@@H](C#N)C=O" lumo_ev=0.5 orbital_gap_ev=11.07
C 0.96 0.37 0.84
C 0.19 -0.06 -0.41
C -0.10 -1.49 -0.57
N -0.49 -2.56 -0.76
C -1.22 0.54 -0.42
O -1.77 0.90 0.58
H 0.55 -0.10 1.74
H 0.84 1.45 0.96
H 2.03 0.15 0.77
H 0.73 0.26 -1.32
H -1.71 0.56 -1.41



5.
11
Properties=species:S:1:pos:R:3 method="wB97M-V/def2-TZVPD" homo_ev=-10.599 smiles="N#CCCC=O" lumo_ev=0.7 orbital_gap_ev=11.28
N 3.12 -0.38 -0.29
C 2.06 -0.05 0.00
C 0.72 0.42 0.37
C -0.41 -0.57 0.05
C -1.66 0.16 -0.41
O -1.74 1.35 -0.56
H 0.73 0.66 1.44
H 0.52 1.36 -0.16
H -0.13 -1.27 -0.74
H -0.68 -1.18 0.92
H -2.53 -0.49 -0.62



6.
11
Properties=species:S:1:pos:R:3 method="wB97M-V/def2-TZVPD" homo_ev=-10.291 smiles="C=CC#N.C=O" lumo_ev=0.4 orbital_gap_ev=10.73
C -0.66 -1.15 0.60
C 0.49 -1.33 -0.05
C 1.73 -0.80 0.45
N 2.73 -0.36 0.84
H -0.72 -0.60 1.53
H -1.59 -1.54 0.20
H 0.54 -1.87 -0.99
C -0.61 1.90 -0.64
O -1.65 1.43 -0.23
H 0.35 1.38 -0.53
H -0.58 2.89 -1.14



7.
11
Properties=species:S:1:pos:R:3 method="wB97M-V/def2-TZVPD" homo_ev="-7.833 / -7.833" lumo_ev="-0.6 / -0.6" orbital_gap_ev="7.21 / 7.21"
C -0.23 0.45 0.11
C 0.90 -0.51 -0.11
C -2.55 0.95 -0.25
C 1.30 -1.76 -0.02
N 0.69 1.41 0.18
O 1.84 0.63 -0.12
H -2.68 0.92 0.92
H -3.06 0.13 -0.55
H 2.37 -2.11 -0.13
H 0.51 -2.53 -0.08
H 0.91 2.41 0.04



8.
11
Properties=species:S:1:pos:R:3 method="wB97M-V/def2-TZVPD" homo_ev=-9.932 smiles="C#CC(=O)NC" lumo_ev=0.9 orbital_gap_ev=10.81
C -0.47 2.15 1.03
C 0.15 1.41 0.31
C 0.93 0.56 -0.60
O 1.91 0.98 -1.18
N 0.45 -0.70 -0.76
C -0.55 -1.36 0.06
H -1.01 2.80 1.67
H 1.04 -1.28 -1.35
H -1.09 -2.10 -0.53
H -1.26 -0.61 0.42
H -0.10 -1.86 0.93



9.
11
Properties=species:S:1:pos:R:3 method="wB97M-V/def2-TZVPD" homo_ev=-9.434 lumo_ev=0.5 orbital_gap_ev=9.92
C -1.60 -0.67 -0.82
C -0.38 -0.07 -0.21
N 0.31 -0.74 0.69
C 1.37 0.03 1.03
C 1.66 1.12 0.41
O 0.03 1.09 -0.58
H -2.37 0.05 -1.05
H -2.05 -1.41 -0.17
H -1.32 -1.16 -1.73
H 2.16 -0.24 1.71
H 2.18 2.00 0.71



10.
11
Properties=species:S:1:pos:R:3 method="wB97M-V/def2-TZVPD" homo_ev=-9.429 lumo_ev=-0.5 orbital_gap_ev=8.93
N 2.14 0.26 -0.37
C 0.91 0.07 -0.16
C -0.19 1.11 -0.22
C -1.45 0.52 0.27
C -1.07 -0.90 0.43
O 0.33 -1.13 0.15
H 2.66 -0.61 -0.25
H 0.08 2.07 0.23
H -0.42 1.35 -1.28
H -1.69 -1.52 -0.24
H -1.29 -1.22 1.45